Record 1
This record from the OMol25 dataset describes the ion C4H12N2 with charge +2 in a non-equilibrium geometry. The level of theory is ωB97M-V/def2-TZVPD.

Structure (XYZ):
```
18
Properties=species:S:1:pos:R:3:forces:R:3
C -0.165 -0.002 1.310 1.382 0.223 -1.128
C 0.520 -0.418 -0.017 -0.437 -0.646 0.192
C -0.032 0.144 -1.313 -0.062 0.662 0.449
C 0.674 0.479 -2.369 0.137 0.104 -0.171
N -1.520 0.363 -1.376 0.193 0.339 -0.007
N 0.695 -0.441 2.457 -0.224 -0.777 1.227
H -0.135 1.077 1.337 -0.509 0.379 0.275
H -1.148 -0.427 1.447 -0.237 0.015 0.256
H 1.565 -0.142 0.095 0.146 0.160 -0.463
H 0.509 -1.506 -0.138 -0.021 -0.096 0.288
H 0.249 0.809 -3.308 -0.148 0.095 0.035
H 1.750 0.437 -2.341 0.181 -0.192 0.007
H -1.869 0.724 -0.484 -0.221 -0.296 -0.025
H -2.042 -0.473 -1.655 -0.115 -0.047 0.125
H -1.754 1.117 -2.038 0.186 -0.291 -0.161
H 0.266 -0.171 3.354 -0.002 0.084 -0.161
H 0.770 -1.464 2.520 -0.053 -0.033 -0.188
H 1.666 -0.105 2.520 -0.197 0.318 -0.551
```
Forces are in eV/Å.

Properties
SMILES: C=C([NH3+])CC[NH3+]
Total energy (eV): -7305.202
2S+1: 1
LUMO level (hartree): -0.2610
Charge: +2
E_HOMO (eV): -18.84
Frontier orbital gap (eV): 11.741

Results of the Mulliken charge analysis, in e, for atoms 1 through 5: atom 1 (C): -0.82, atom 2 (C): -0.53, atom 3 (C): 0.41, atom 4 (C): -1.05, atom 5 (N): -0.25

=====

Record 2
This record from the OMol25 dataset describes a structure of composition C33H28BaBrN2O2PS2 in a non-equilibrium geometry. The level of theory is ωB97M-V/def2-TZVPD.

Structure (XYZ):
```
70
Properties=species:S:1:pos:R:3:forces:R:3
Ba 0.005 0.310 0.334 -2.967 -2.243 -1.495
S -2.803 -2.767 3.865 -0.010 0.109 0.068
C -2.488 -3.926 2.622 -0.097 -0.063 0.060
C -2.662 -5.308 2.638 0.020 0.056 -0.049
C -2.308 -6.023 1.504 0.001 0.051 0.061
C -1.794 -5.369 0.380 0.009 0.005 -0.073
C -1.635 -3.996 0.369 -0.039 0.069 -0.097
C -1.975 -3.266 1.501 -0.084 0.202 0.060
N -1.838 -1.885 1.636 0.133 -0.147 0.013
C -2.204 -1.472 2.803 -0.149 -0.024 0.114
C -2.161 -0.075 3.289 -0.004 0.117 0.106
C -2.835 0.240 4.481 -0.012 -0.122 -0.043
C -2.819 1.533 4.967 0.033 0.035 -0.057
C -2.129 2.512 4.251 0.022 -0.064 -0.031
C -1.461 2.174 3.080 0.033 -0.071 0.144
C -1.431 0.871 2.540 -0.418 0.083 0.769
H -3.049 -5.809 3.517 -0.009 0.006 -0.020
H -2.425 -7.101 1.495 0.019 0.011 -0.003
H -1.489 -5.931 -0.495 0.056 0.018 0.039
H -1.214 -3.505 -0.500 0.077 -0.086 -0.005
H -3.381 -0.527 5.026 -0.007 0.052 0.010
H -3.335 1.781 5.888 -0.017 -0.010 -0.021
H -2.115 3.537 4.614 0.008 -0.026 -0.003
H -0.924 2.967 2.559 -0.064 -0.021 0.015
C 3.019 1.871 1.017 -0.090 -0.032 0.022
O 1.885 1.134 0.694 3.720 1.664 0.820
H 3.594 2.175 0.130 -0.010 -0.007 -0.100
H 3.725 1.315 1.655 0.000 -0.110 0.034
H 2.776 2.796 1.563 -0.089 0.030 0.010
C 3.835 -4.483 -0.247 0.131 -0.114 -0.031
P 2.757 -3.019 -0.329 0.100 -0.299 -0.225
C 2.050 -2.971 1.364 -0.188 0.226 -0.022
C 1.405 -4.125 1.812 0.090 -0.069 0.115
C 0.760 -4.127 3.042 0.089 0.030 0.024
C 0.721 -2.972 3.817 0.042 -0.025 -0.080
C 1.326 -1.807 3.360 0.053 -0.061 -0.057
C 1.989 -1.807 2.137 0.129 -0.072 -0.058
C 3.911 -1.624 -0.439 0.064 0.024 0.163
C 4.912 -1.458 0.516 -0.011 0.092 -0.060
C 5.871 -0.465 0.364 -0.047 -0.057 -0.013
C 5.840 0.361 -0.752 -0.011 -0.033 0.007
C 4.850 0.192 -1.711 -0.028 -0.053 0.032
C 3.885 -0.796 -1.555 0.009 0.088 -0.020
H 4.030 -4.802 0.778 0.057 0.055 -0.028
H 4.775 -4.251 -0.753 0.007 0.000 0.023
H 3.300 -5.260 -0.803 -0.048 0.005 0.082
H 1.410 -5.018 1.188 -0.051 0.062 -0.013
H 0.269 -5.029 3.391 -0.025 0.029 -0.048
H 0.194 -2.973 4.763 0.013 0.000 0.008
H 1.277 -0.897 3.946 -0.029 -0.011 -0.039
H 2.455 -0.892 1.775 -0.078 -0.047 0.053
H 4.933 -2.106 1.386 0.020 0.015 -0.003
H 6.640 -0.333 1.116 -0.015 0.001 0.005
H 6.578 1.147 -0.865 -0.001 -0.028 -0.015
H 4.828 0.833 -2.585 -0.036 0.017 0.027
H 3.104 -0.954 -2.290 0.041 -0.019 0.026
O 1.416 -5.597 -1.550 -0.184 0.132 0.078
S 0.824 -4.257 -2.116 0.183 -0.044 -0.037
N 1.845 -2.964 -1.593 -0.145 0.154 0.054
Br -1.596 7.476 0.050 0.003 -0.005 0.012
C -1.347 5.578 -0.160 -0.012 -0.020 -0.034
C -0.141 5.104 -0.640 0.037 -0.128 -0.027
C 0.012 3.722 -0.795 -0.173 0.044 0.027
C -0.986 2.772 -0.492 -0.127 0.512 -0.194
C -2.176 3.348 -0.004 0.051 0.081 -0.092
C -2.382 4.719 0.166 0.049 -0.085 -0.043
H 0.661 5.793 -0.881 -0.005 0.000 0.003
H 0.981 3.374 -1.161 -0.056 0.085 0.052
H -3.000 2.699 0.292 0.024 0.031 -0.010
H -3.318 5.107 0.550 0.012 0.007 0.006
```
Forces are in eV/Å.

Properties
Total energy (eV): -143445.592
2S+1: 1
LUMO level (hartree): 0.1465
Charge: -2
E_HOMO (eV): -0.11
Frontier orbital gap (eV): 4.097

Results of the Mulliken charge analysis, in e, for atoms 1 through 5: atom 1 (Ba): 1.62, atom 2 (S): -0.47, atom 3 (C): 1.09, atom 4 (C): -0.68, atom 5 (C): -0.42

=====

Record 3
This record from the OMol25 dataset describes a structure of composition C21H17B11Br7F5N2O2PdS in a non-equilibrium geometry. The level of theory is ωB97M-V/def2-TZVPD.

Structure (XYZ):
```
67
Properties=species:S:1:pos:R:3:forces:R:3
Pd 0.488 -1.305 -0.226 1.613 -0.498 -0.399
C 4.100 -1.458 -0.102 0.054 -0.035 -0.018
O 3.112 -0.503 -0.467 -0.087 -0.092 0.022
C 3.519 0.775 -0.699 -0.006 -0.005 0.026
C 4.834 1.199 -0.683 0.004 0.010 0.027
C 5.111 2.542 -0.927 0.038 0.022 -0.002
Br 6.919 3.109 -0.918 -0.025 -0.017 0.004
C 4.115 3.460 -1.156 -0.023 0.009 -0.027
C 2.784 3.033 -1.161 -0.015 -0.050 0.016
C 2.495 1.690 -0.972 -0.028 0.056 0.075
O 1.227 1.183 -1.009 -0.066 -0.058 -0.171
C 1.714 4.022 -1.371 -0.015 0.054 -0.045
N 1.831 5.086 -2.111 0.021 -0.006 0.019
C 0.618 5.748 -1.991 -0.009 -0.047 0.015
C 0.195 6.941 -2.574 -0.020 0.010 0.009
C -1.077 7.385 -2.278 0.025 0.003 -0.018
C -1.924 6.663 -1.422 0.003 -0.009 0.008
C -1.525 5.474 -0.843 -0.013 -0.012 0.028
C -0.241 5.034 -1.145 0.002 0.073 -0.074
N 0.471 3.908 -0.780 0.119 -0.095 0.100
H 4.660 -1.123 0.775 -0.021 -0.002 0.010
H 4.786 -1.646 -0.930 0.001 0.022 0.002
H 3.563 -2.372 0.135 -0.003 0.000 -0.022
H 5.643 0.512 -0.490 -0.005 -0.003 -0.004
H 4.331 4.504 -1.330 0.003 -0.004 0.002
H 0.652 1.742 -1.548 -0.015 0.055 0.023
H 0.854 7.491 -3.232 -0.004 0.005 -0.001
H -1.435 8.309 -2.713 -0.004 0.002 0.004
H -2.914 7.046 -1.212 -0.001 0.000 -0.002
H -2.181 4.918 -0.186 -0.009 -0.003 -0.001
H 0.246 3.282 -0.021 -0.063 0.017 -0.032
Br -1.627 -0.812 -1.208 -0.260 -0.053 0.321
B -2.380 0.189 1.738 -0.057 -0.177 0.249
B -3.505 -1.071 1.186 0.037 -0.228 0.143
C -2.911 -1.519 3.817 -0.002 -0.020 0.059
B -3.682 -0.397 2.803 0.078 0.015 0.000
B -2.064 -0.089 3.456 0.030 0.007 0.001
B -2.351 -2.933 3.061 0.048 0.023 -0.102
B -3.856 -2.140 2.549 0.062 -0.013 -0.045
B -2.665 -2.656 1.328 -0.001 -0.089 0.142
Br -2.968 -4.155 0.109 -0.051 0.108 0.119
B -1.032 -2.373 2.033 0.121 -0.036 -0.252
Br 0.594 -3.446 1.669 -0.269 0.126 -0.032
B -1.239 -1.657 3.635 0.051 -0.013 0.022
Br -0.042 -1.976 5.128 -0.082 0.018 -0.069
B -0.864 -0.597 2.262 -0.059 -0.048 -0.031
Br 0.906 0.245 2.132 -0.102 0.043 -0.101
B -1.751 -1.231 0.833 -1.122 0.546 -0.059
Br -2.359 2.010 1.040 0.023 0.076 -0.113
H -4.296 -0.875 0.332 0.062 0.004 -0.056
H -3.284 -1.627 4.824 0.005 0.013 0.003
H -4.589 0.241 3.199 0.009 0.019 -0.009
H -1.878 0.737 4.275 0.003 -0.001 -0.002
H -2.369 -3.970 3.620 0.013 -0.005 -0.007
H -4.879 -2.680 2.773 0.000 0.001 0.002
F -1.144 -7.867 -1.733 -0.013 -0.024 0.001
C -0.667 -6.636 -1.823 -0.061 0.073 -0.060
C -1.383 -5.667 -2.509 0.121 -0.098 0.025
F -2.551 -5.976 -3.062 -0.039 0.004 -0.005
C -0.879 -4.385 -2.589 0.038 0.083 -0.016
F -1.596 -3.474 -3.233 -0.004 -0.027 -0.015
C 0.336 -4.031 -1.996 -0.190 -0.061 0.103
S 0.963 -2.415 -2.127 0.123 0.300 0.172
C 1.038 -5.038 -1.330 -0.025 -0.037 -0.040
F 2.221 -4.783 -0.779 0.004 0.036 0.062
C 0.548 -6.325 -1.235 0.069 0.040 0.012
F 1.235 -7.266 -0.594 -0.008 -0.010 0.005
```
Forces are in eV/Å.

Properties
Total energy (eV): -554778.103
2S+1: 1
LUMO level (hartree): -0.1018
E_HOMO (eV): -8.58
Frontier orbital gap (eV): 5.808

Results of the Mulliken charge analysis, in e, for atoms 1 through 5: atom 1 (Pd): -1.95, atom 2 (C): -0.91, atom 3 (O): 0.47, atom 4 (C): 0.28, atom 5 (C): -0.67

=====

Q: Among the records above, which one has the highest frontier orbital gap?
A: C4H12N2

=====

Q: Which of these has the lowest E_HOMO?
A: C4H12N2

=====

Q: The highest total energy belongs to which entry?
A: C4H12N2